73
Properties=species:S:1:pos:R:3:forces:R:3:mulliken_charge:R:1 method="wB97M-V/def2-TZVPD" e_lumo_ev="-3.1 / -6.3" relative_energy_ev=0.000 homo_ev="-8.0 / -9.9" multiplicity=6 s_squared=8.80 total_charge=+1
Sb -2.511031 -2.896285 0.122526 -0.6 1.3 0.8 0.86
Se 1.023050 2.300477 -1.621398 -0.4 0.4 -0.6 0.11
Co -0.388498 -0.267188 -0.255166 0.2 0.9 -0.6 -0.43
S 1.758378 0.692016 0.789571 -0.5 -0.5 1.1 -0.27
S 1.614750 -1.272963 3.419328 -0.2 0.5 -0.1 -0.22
P 2.794012 -0.238386 2.261736 1.9 -0.5 -2.0 0.33
O 3.878672 -1.155810 1.470260 -0.9 0.4 1.0 -0.13
O 3.770190 0.834731 2.860901 0.4 -0.3 0.2 -0.30
N 0.198342 3.599019 -2.580604 -0.3 0.0 0.6 -0.82
N -0.572163 1.516424 -1.095677 -0.8 0.3 -0.4 -0.17
N -1.477440 -1.185347 -2.222784 -1.5 -0.9 0.3 0.36
N -1.739585 -0.034405 1.286147 -0.8 -0.3 2.0 1.07
N 0.322410 -2.145298 -0.067474 0.5 -1.5 -0.9 1.20
C 1.514557 -2.658368 -0.425192 0.0 -0.4 0.8 0.66
C -4.065146 -0.905611 -3.452081 0.9 0.2 1.2 -0.79
C -2.607846 -1.661310 -1.633170 -0.4 0.3 -0.9 0.29
C -1.630270 -0.723169 -3.454380 -1.3 -0.1 -1.1 0.53
C -0.005079 -3.967685 1.511785 -0.7 -0.1 -0.5 -1.09
C 1.289678 -4.393202 1.235135 0.7 -0.9 0.2 -0.48
C -1.602616 2.301271 -1.620310 -0.6 0.8 -0.1 0.60
C -1.104508 2.151140 2.271437 1.1 -0.3 -1.2 -1.08
C -3.122918 0.927940 3.034889 0.3 0.3 0.7 -0.79
C 2.020709 -3.803601 0.226548 0.1 1.9 0.1 -0.80
C 3.396949 2.145099 3.395372 -0.7 -1.6 0.1 -0.20
C 5.253729 -1.308313 1.976020 -0.4 0.1 -1.8 -0.24
C -4.076862 -0.085248 2.956963 -0.3 0.0 0.3 -0.78
C -2.056836 4.463747 -2.909561 0.0 -2.4 0.5 -0.70
C -3.409263 4.160381 -2.862558 0.5 1.4 0.3 -0.58
C -3.859087 -1.045602 1.976761 -0.8 -0.3 0.2 -0.70
C -2.646975 -1.018901 1.268981 -1.9 -1.2 -0.4 0.44
C -3.898847 -1.486555 -2.174455 0.9 0.1 0.1 -0.67
C -3.864161 3.052013 -2.136020 -0.4 0.1 -0.1 -0.69
C -3.040294 2.142786 -1.508716 1.9 -0.6 0.1 -0.11
C -1.959432 0.926950 2.257483 -1.2 0.5 -1.9 0.55
C -1.134405 3.481464 -2.353966 -0.3 0.0 -0.4 0.49
C -2.921491 -0.542440 -4.104188 2.4 -0.1 0.5 -0.75
C 2.238688 -2.014432 -1.531282 -0.2 -0.5 -1.7 -0.94
C 5.788147 -2.564986 1.295335 0.2 0.7 1.0 -1.16
C -0.472073 -2.906823 0.697216 0.1 -1.3 1.1 0.07
C -0.362285 -0.468638 -4.171591 0.6 0.5 0.2 -0.86
C 3.376590 3.143085 2.318118 -0.4 2.3 -0.5 -0.91
H 4.299588 3.211270 1.745039 0.1 -0.2 0.1 0.29
H 0.177227 0.239907 -3.535324 0.3 0.1 -0.3 0.10
H -4.132845 4.907784 -3.250684 0.5 -0.8 0.2 0.33
H 5.755299 -2.534863 0.213952 0.1 0.3 -0.2 0.28
H 4.108488 2.320338 4.186068 0.1 0.2 0.2 0.35
H 2.404993 1.951392 3.795932 -0.1 0.6 0.5 0.23
H -0.862897 2.514281 1.197722 -0.3 -0.7 1.8 0.05
H -3.462379 1.279491 -0.974955 0.2 0.4 -0.2 0.35
H -5.012342 -0.669189 -3.877646 -0.7 -0.1 -0.1 0.47
H -0.671393 -4.489926 2.267836 0.8 0.7 -1.3 0.42
H 3.239811 4.155873 2.782885 0.1 -0.8 -0.3 0.38
H -4.744595 -1.729941 -1.545727 -0.2 -0.3 -0.2 0.38
H -1.634285 5.293407 -3.430183 0.1 0.5 -0.2 0.48
H -3.256819 1.807738 3.689767 0.0 -0.8 -0.2 0.39
H 1.969637 -2.450358 -2.563768 0.2 0.3 1.6 0.18
H -0.557247 -0.014927 -5.130350 0.2 0.1 -0.3 0.43
H 5.134573 -3.360380 1.621849 0.1 -0.6 0.1 0.25
H -4.686227 -1.802029 1.727545 1.6 1.0 0.6 0.27
H 3.099355 -3.936759 0.150031 -0.4 -0.7 -0.5 0.46
H 5.236221 -1.422668 3.043664 0.1 0.1 0.5 0.39
H 6.820039 -2.706171 1.659332 -0.4 -0.3 -0.3 0.41
H 2.542333 3.021435 1.614184 0.3 -0.1 0.3 0.22
H -0.182274 1.835315 2.791134 0.0 0.6 -0.3 0.08
H -2.885052 -0.070819 -5.087213 -0.3 -0.3 0.2 0.39
H 5.748776 -0.385891 1.653859 0.2 -0.3 0.4 0.26
H 3.303592 -2.170271 -1.413741 0.2 0.4 0.0 0.35
H -1.585853 2.934604 2.840710 0.0 0.2 0.0 0.56
H 1.934940 -0.981628 -1.614312 0.4 0.5 0.0 -0.04
H 1.784326 -5.275120 1.668861 -0.6 0.5 0.4 0.41
H 0.290463 -1.359403 -4.284286 -0.7 0.4 0.1 0.15
H -4.950905 -0.154667 3.654232 0.8 0.4 -0.9 0.38
H -4.934286 2.954200 -2.048351 -0.2 -0.3 0.1 0.44



78
Properties=species:S:1:pos:R:3:forces:R:3:mulliken_charge:R:1 method="wB97M-V/def2-TZVPD" smiles="CNCc1cc2c(c(O)c1CN)C(=O)C=C(CCOCC(F)(F)C(F)(F)C(F)(F)C(F)F)C2=O.O=C1CCCO1.O=C1CCCO1" e_lumo_ev=-1.0 homo_ev=-8.9 total_charge=0
F 0.511222 -3.207006 -5.664262 -0.2 -0.3 0.2 -0.27
F -0.324836 -0.220150 -2.967976 -0.1 0.3 -0.1 -0.32
F 1.176962 0.200502 -5.026410 0.5 0.1 -0.1 -0.24
F -0.711124 -0.690809 -5.540931 -0.2 -0.1 -0.1 -0.33
F -0.754299 -2.271094 -3.457270 -0.2 -0.6 -0.2 -0.32
F 2.923179 -3.194994 -4.813703 0.0 0.0 0.7 -0.29
F 3.399338 -1.214003 -5.647488 -0.1 0.4 0.3 -0.25
F 0.889801 -1.719038 -7.171797 0.1 0.4 -0.3 -0.32
O -5.196110 1.861674 5.112399 -0.3 0.1 0.1 -0.59
O 2.571949 2.360102 0.094618 -0.4 -1.0 0.3 -0.67
O 5.482611 -7.696828 -3.605930 -0.1 -0.2 0.1 -0.56
O 2.554958 -1.037785 -2.920327 0.0 -0.2 -0.2 -0.17
O 0.150378 -1.432074 2.809323 0.4 0.5 -0.7 -0.60
O 3.765847 -8.509182 -4.802309 0.0 0.1 0.0 -0.35
O -4.769581 3.367164 6.713583 0.0 0.0 0.0 -0.37
O -1.868759 0.205489 3.445951 0.1 0.0 -0.2 -0.61
N -3.909813 3.118488 2.577615 0.3 -0.1 0.0 -0.46
N -1.732112 5.364742 0.837317 0.3 0.6 0.5 -0.46
C 2.958090 -8.062931 -5.905545 0.0 0.0 -0.1 -0.49
C 3.271659 -0.279846 -0.679548 -1.1 0.3 -0.2 -1.23
C 2.727705 0.099662 -2.086784 0.6 0.1 0.3 -0.68
C 1.883057 1.461105 0.575834 0.4 1.5 -0.5 0.54
C -2.853426 2.779165 3.555061 -0.2 0.7 -1.3 -1.63
C 0.668591 1.805533 1.366229 1.0 -1.2 -0.4 0.06
C -4.821557 2.108568 6.221396 0.2 -0.3 -0.1 0.65
C 0.208648 -1.348965 -3.521902 0.6 0.8 0.5 0.89
C 3.027786 -6.544510 -5.855149 -0.1 0.2 -0.1 -0.30
C 2.646270 -2.308005 -5.785809 0.5 -0.6 -1.1 0.06
C -1.595430 2.461707 2.785783 -0.5 -0.7 0.8 0.73
C -4.363816 1.940868 8.540178 0.0 -0.1 0.0 -0.50
C -1.147557 1.154841 2.749733 -1.1 -0.2 0.8 0.03
C 4.420761 -6.301485 -5.292629 -0.5 -0.1 0.0 -0.31
C 2.222767 0.041548 0.344353 0.3 0.0 0.1 0.61
C -0.868032 3.405337 2.112699 -1.8 1.8 0.6 1.26
C -4.302052 1.126131 7.250407 -0.2 0.3 0.4 -0.47
C 0.501499 -0.947659 -4.994307 -1.0 -0.3 0.1 0.64
C 1.133852 -2.035156 -5.891204 0.4 0.1 0.3 0.67
C 1.586557 -0.885394 1.051198 -0.2 0.0 0.0 -0.40
C -0.016595 0.832007 2.062204 1.0 -1.7 -0.4 0.04
C 0.526126 -0.562144 2.034685 -0.4 -0.7 0.9 0.16
C -1.290096 4.852209 2.149988 0.8 0.4 -0.4 -1.13
C -4.174407 3.359861 8.024236 0.1 0.0 0.2 -0.41
C -2.001850 6.823694 0.955028 -0.1 -0.4 0.3 -0.86
C 1.393479 -1.767333 -2.663632 -0.3 -0.3 0.5 -0.63
C 4.649734 -7.540088 -4.445877 0.3 0.1 -0.1 0.49
C 0.228901 3.079815 1.406163 1.2 1.0 -1.0 -1.24
H -2.979745 7.070206 0.552560 0.0 0.1 -0.3 0.29
H 4.465372 -5.403637 -4.683303 0.3 0.0 0.0 0.16
H -4.701615 2.505364 2.690365 -0.2 0.2 0.2 0.28
H 1.946245 -8.442353 -5.785174 0.1 -0.1 0.1 0.31
H -1.212212 7.411896 0.493740 -0.1 0.1 -0.3 0.33
H -4.928548 0.239853 7.286106 0.1 -0.1 -0.2 0.34
H 5.180131 -6.266968 -6.075258 0.1 0.0 0.1 0.28
H -3.208619 1.940113 4.119002 0.4 -0.2 0.4 0.48
H 3.445548 0.731176 -2.595061 0.1 0.1 -0.2 0.34
H 1.069320 -1.631829 -1.631642 -0.2 0.0 0.1 0.10
H 2.852329 -6.075673 -6.822398 0.0 -0.1 0.0 0.37
H 3.377944 -8.467861 -6.829144 0.0 0.0 0.0 0.26
H -0.901155 5.322957 0.259379 -0.2 -0.4 -0.3 0.31
H -2.013204 7.127361 2.000844 0.0 0.0 0.2 0.31
H -3.120644 3.629042 7.925658 0.0 0.0 0.0 0.27
H -3.279135 0.852272 6.984872 0.0 -0.1 -0.1 0.25
H 3.411179 -1.354470 -0.635886 0.5 -0.1 -0.1 0.40
H 1.806665 0.669056 -1.980999 -0.2 0.0 -0.2 0.45
H -0.405091 5.428162 2.466783 0.0 0.0 0.2 0.44
H -3.624395 1.653094 9.284767 0.0 0.1 0.0 0.34
H 4.181809 0.270759 -0.472408 0.2 -0.1 0.0 0.38
H 2.941632 -2.782788 -6.724542 -0.1 0.0 -0.2 0.30
H -5.351934 1.839560 8.991405 0.0 0.0 0.0 0.26
H -2.596738 -0.073730 2.880793 -0.1 -0.2 0.1 0.29
H 1.833029 -1.932316 0.933998 0.0 -0.1 0.2 0.47
H -2.643873 3.638350 4.185371 -0.1 -0.1 0.5 0.33
H 0.765973 3.842431 0.864772 0.2 0.1 -0.1 0.55
H -4.670111 4.102766 8.644303 -0.1 0.1 -0.2 0.31
H -4.207639 4.076959 2.666860 -0.2 0.0 0.0 0.19
H -2.037097 5.049169 2.903819 -0.4 -0.1 0.0 0.69
H 1.544055 -2.838672 -2.777689 0.3 0.0 -0.3 0.38
H 2.280247 -6.163978 -5.157087 0.0 0.0 0.0 0.15



65
Properties=species:S:1:pos:R:3:forces:R:3:mulliken_charge:R:1 method="wB97M-V/def2-TZVPD" smiles="CC(=O)c1ccc(N2CCN(C[C@@H](O)COC(c3ccccc3)c3ccccc3)CC2)cc1" e_lumo_ev=0.6 relative_energy_ev=0.805 homo_ev=-7.5 total_charge=0
O -2.673461 1.355204 -1.878911 -0.1 0.2 0.0 -0.20
O 6.132044 -2.236449 7.198592 -0.1 -0.1 0.0 -0.63
O -0.317045 1.297068 -0.557644 0.2 0.3 -0.2 -0.56
N -0.164230 -1.214321 1.297044 -0.2 -0.1 0.1 0.04
N 2.546807 -2.010689 1.947888 0.0 -0.1 -0.3 0.01
C -2.377468 1.404832 -4.286970 0.0 -0.2 0.0 0.20
C -5.651982 4.174730 -4.366838 0.0 0.0 -0.1 -0.71
C 0.816763 -0.278661 1.818311 0.3 0.2 0.0 -0.98
C 3.497052 -3.627695 5.126719 0.4 0.2 0.3 -1.12
C 0.168971 -2.565219 1.707288 0.2 -0.2 -0.1 -0.79
C 2.831789 -3.366486 3.950792 -0.2 0.0 -0.3 -0.66
C -1.300400 2.282058 -4.306486 0.0 -0.1 0.0 -0.03
C -4.114217 2.752691 -3.185784 0.0 -0.1 0.2 0.02
C -4.659174 4.926797 -2.321975 0.0 0.1 0.0 -0.65
C -5.501662 5.151412 -3.395937 0.0 0.1 0.0 -0.44
C -2.079902 0.097161 -1.653749 0.3 -0.3 0.2 -0.97
C 2.271244 -0.664368 1.486684 -0.3 0.4 0.0 -0.69
C -1.655136 0.500878 -6.393555 0.1 0.0 -0.2 -0.73
C -4.961846 2.981729 -4.263099 0.0 0.0 0.1 -0.39
C 1.616273 -2.942569 1.348802 -0.4 -0.2 0.1 -1.06
C -0.441826 -1.062508 -0.117376 -0.2 0.4 0.0 -0.61
C 4.185296 -1.418230 3.616619 -0.1 0.1 0.0 -0.20
C -1.222127 0.228972 -0.390526 -0.5 -0.4 -0.3 0.53
C 4.842132 -1.683158 4.790473 0.0 -0.2 0.2 -1.20
C -0.581133 1.373789 -6.405467 0.0 -0.1 -0.1 -0.34
C 4.518655 -2.792404 5.581005 -0.2 0.3 -0.5 0.09
C -0.403906 2.263360 -5.358555 0.0 0.1 0.1 -0.82
C 5.270774 -3.009388 6.825388 0.1 -0.2 0.4 1.15
C -2.548139 0.512917 -5.335677 0.0 0.1 0.2 -0.04
C -3.965338 3.733204 -2.217262 0.1 -0.2 0.0 -0.20
C 4.932498 -4.245685 7.631578 0.2 0.2 0.1 -1.38
C -3.347457 1.450081 -3.121507 -0.1 0.0 -0.2 -0.29
C 3.150644 -2.252540 3.155429 0.2 -0.2 0.3 1.70
H -6.041057 6.083414 -3.477443 0.0 0.1 0.0 0.39
H 0.459336 -1.040063 -0.748595 -0.1 -0.1 -0.1 0.23
H 1.744660 -2.879797 0.261687 0.0 -0.1 0.0 0.36
H 5.573678 -4.284767 8.508533 0.0 0.0 0.0 0.35
H -1.058027 -1.910198 -0.426389 0.0 0.0 0.0 0.43
H 3.199576 -4.491463 5.701535 0.0 -0.1 0.1 0.32
H -5.076725 2.221661 -5.022762 0.0 -0.1 -0.1 0.41
H 4.495148 -0.567151 3.030493 0.0 0.0 -0.1 0.39
H -4.058413 0.610009 -3.209745 0.1 0.1 0.0 0.56
H 2.034451 -4.033243 3.661558 -0.1 0.0 0.0 0.22
H -0.810032 2.007953 -0.988651 0.1 0.0 0.0 0.34
H 5.639921 -1.037816 5.127084 0.1 0.0 0.0 0.42
H 5.087878 -5.139880 7.032117 -0.1 -0.1 0.0 0.37
H -3.381881 -0.175771 -5.324995 -0.1 -0.1 0.0 0.41
H 0.699908 -0.255636 2.906923 0.1 0.1 0.0 0.39
H 2.429868 -0.626418 0.403962 0.1 0.1 0.0 0.31
H 0.047874 -2.612180 2.794543 0.0 -0.1 0.0 0.42
H -3.314101 3.551319 -1.377214 0.0 0.0 0.1 0.39
H -1.884411 0.433396 0.464747 0.1 -0.1 -0.1 0.13
H -1.172190 2.977613 -3.490050 0.0 0.1 0.1 0.37
H 0.432972 2.945863 -5.363623 0.1 0.1 0.0 0.40
H 3.892742 -4.212573 7.949756 -0.1 -0.1 0.0 0.36
H -6.309151 4.343292 -5.207211 -0.1 0.0 -0.1 0.40
H 1.848065 -3.962526 1.650817 0.0 0.0 -0.1 0.56
H -1.441075 -0.182787 -2.504552 0.0 0.0 0.1 0.41
H -0.533514 -3.264476 1.249568 0.0 0.0 0.0 0.41
H 0.603214 0.709641 1.415402 0.0 0.0 0.1 0.46
H -4.539046 5.683744 -1.560791 0.0 0.1 0.1 0.40
H 2.939869 0.052877 1.955098 0.0 0.0 -0.1 0.33
H -2.851650 -0.674648 -1.520620 0.1 0.1 0.0 0.23
H -1.796677 -0.195231 -7.207256 0.0 -0.1 -0.1 0.39
H 0.117146 1.360753 -7.229119 0.1 0.0 -0.1 0.39



Number 1: DFT total energy -6672.32517 a.u.. Number 2: DFT total energy -2596.48707 a.u.. Number 3: DFT total energy -1421.38105 a.u..